C52H43I2N3O2P2SY as an isolated structure, computed with wB97M-V/def2-TZVPD.

Results
Total energy, Ha: -4036.11132
Total charge: +3
Gap between HOMO and LUMO, hartree: 0.2194
Relative energy (zero: lowest compared OMol25 entry of this formula, charge and spin), kJ/mol: 3.09
LUMO energy, eV: -8.753

Last column: Mulliken charge in e.
Element x y z (Å)
Y1 1.35801 -0.07139 -0.52337  -0.497
O1 0.99413 0.49900 1.57967  -0.714
S1 -0.38366 -0.20827 1.81593  2.341
C1 -0.06093 -1.37921 3.06527  -0.730
C2 0.19729 -0.92450 4.35035  0.283
C3 0.30660 -1.79525 5.44323  -1.445
C4 0.08511 -3.13376 5.21929  0.126
C5 0.03787 -4.30278 6.16783  -0.801
C6 -0.29545 -5.52917 5.27993  -0.873
C7 -0.32016 -4.99108 3.87322  0.398
C8 -0.50057 -5.60543 2.66131  -1.355
C9 -0.38335 -4.82209 1.50130  -0.193
C10 -0.15288 -3.45298 1.51009  0.488
P1 0.33564 -2.73243 -0.08155  1.869
C11 1.84076 -3.62253 -0.58565  0.447
C12 2.33309 -3.33068 -1.86614  -0.253
C13 3.56740 -3.81408 -2.27395  -0.862
C14 4.33080 -4.58277 -1.39734  -0.776
C15 3.85007 -4.86822 -0.12706  -0.656
C16 2.61011 -4.39008 0.28187  -0.904
C17 -0.97472 -3.21423 -1.23181  0.789
C18 -0.85313 -4.29153 -2.10377  -0.297
C19 -1.92040 -4.63795 -2.92485  -0.837
C20 -3.10214 -3.91488 -2.87161  -0.644
C21 -3.22665 -2.83938 -1.99841  -0.768
C22 -2.16544 -2.48777 -1.18250  -0.526
C23 -0.11709 -2.77636 2.76349  -1.077
C24 -0.12265 -3.59687 3.90429  1.367
C25 -1.52205 0.96829 2.50425  -0.373
C26 -2.32328 0.48348 3.52174  -0.467
C27 -3.31984 1.23982 4.15772  -1.660
C28 -3.47711 2.53271 3.75168  0.292
C29 -4.40938 3.59876 4.25399  -0.885
C30 -4.12371 4.82435 3.35849  -0.719
C31 -3.08000 4.35225 2.38642  -0.363
C32 -2.50635 4.99797 1.32775  -1.182
C33 -1.60214 4.26950 0.54829  -0.155
C34 -1.21139 2.95939 0.79129  -0.114
P2 -0.08688 2.34120 -0.50773  2.493
C35 -0.92109 2.80805 -2.06515  1.066
C36 -0.64325 3.94990 -2.81777  -0.085
C37 -1.36166 4.21343 -3.97767  -0.972
C38 -2.37142 3.35270 -4.38825  -0.688
C39 -2.66484 2.21950 -3.63663  -0.745
C40 -1.93636 1.94795 -2.48847  -0.904
C41 1.38271 3.41006 -0.33805  0.398
C42 2.23121 3.62036 -1.43011  -0.416
C43 3.39878 4.35457 -1.29031  -1.053
C44 3.75638 4.85590 -0.04454  -0.810
C45 2.93116 4.63236 1.05308  -1.024
C46 1.74149 3.92536 0.90354  -0.769
C47 -1.74876 2.27650 1.93795  -0.932
C48 -2.70740 3.01905 2.66647  1.586
H1 0.27208 0.14252 4.52455  0.662
H2 0.51121 -1.40328 6.43033  0.489
H3 -0.70874 -4.14207 6.94607  0.370
H4 0.99620 -4.41778 6.67692  0.363
H5 -1.26325 -5.96063 5.53863  0.356
H6 0.44068 -6.32614 5.38578  0.373
H7 -0.68232 -6.66908 2.57998  0.471
H8 -0.43619 -5.32738 0.54218  0.504
H9 1.72594 -2.75176 -2.55991  0.489
H10 3.93150 -3.61034 -3.27302  0.458
H11 5.29256 -4.96773 -1.71055  0.429
H12 4.44108 -5.47357 0.54755  0.461
H13 2.24934 -4.60878 1.27756  0.281
H14 0.05890 -4.87404 -2.13728  0.488
H15 -1.82911 -5.48410 -3.59302  0.474
H16 -3.93560 -4.19446 -3.50224  0.447
H17 -4.15638 -2.28779 -1.95194  0.517
H18 -2.26863 -1.65509 -0.49538  0.247
H19 -2.18385 -0.52960 3.86575  0.693
H20 -3.91204 0.80265 4.94981  0.493
H21 -4.22558 3.80661 5.30848  0.351
H22 -5.44486 3.26573 4.17694  0.361
H23 -3.75491 5.67538 3.93270  0.312
H24 -5.01436 5.16552 2.83055  0.331
H25 -2.75197 6.02009 1.07215  0.558
H26 -1.18754 4.77587 -0.31524  0.445
H27 0.11732 4.64949 -2.49567  0.543
H28 -1.14633 5.10563 -4.55155  0.511
H29 -2.93604 3.56819 -5.28605  0.451
H30 -3.46245 1.55565 -3.94376  0.485
H31 -2.15895 1.05572 -1.91255  0.251
H32 1.96138 3.23109 -2.40112  0.746
H33 4.03093 4.54783 -2.14899  0.514
H34 4.66640 5.43174 0.06610  0.433
H35 3.19713 5.03494 2.02243  0.468
H36 1.10188 3.77538 1.76437  0.389
I1 4.34971 -1.03008 -0.04645  0.174
I2 4.22691 1.48780 0.81552  0.166
C49 2.16855 1.73299 -6.24234  -1.158
N1 1.82353 1.13626 -4.95343  0.042
C50 0.52685 0.56277 -4.62520  -0.305
C51 0.77423 0.14228 -3.20673  0.404
O2 -0.00359 -0.41519 -2.41681  -0.160
N2 2.02328 0.48653 -2.81020  0.373
C52 2.61349 1.07730 -3.89079  -0.082
N3 3.85225 1.53724 -3.85524  -0.222
H37 1.38687 1.48867 -6.95513  0.405
H38 3.10439 1.31636 -6.61511  0.404
H39 2.24314 2.81761 -6.16478  0.371
H40 0.27382 -0.28551 -5.26442  0.470
H41 -0.27827 1.30308 -4.66889  0.085
H42 4.40653 1.42220 -3.02303  0.176
H43 4.28039 1.95655 -4.66463  0.222

=====

C52H44BF4N8PPb as an isolated structure, computed with wB97M-V/def2-TZVPD.

Results
Total energy, Ha: -3404.60848
Gap between HOMO and LUMO, hartree: 0.2207
Relative energy (zero: lowest compared OMol25 entry of this formula, charge and spin), kJ/mol: 47.53
LUMO energy, eV: 0.320

Last column: Mulliken charge in e.
Element x y z (Å)
Pb1 1.37754 0.53405 0.55844  1.962
C1 -1.16558 -3.91896 -2.60695  -1.085
N1 -0.05884 -3.23271 -1.96818  0.433
C2 -0.14339 -2.10180 -1.21365  -0.816
N2 1.04786 -1.76684 -0.74063  0.754
C3 1.92722 -2.72189 -1.18417  -0.718
C4 1.25252 -3.63939 -1.96362  0.660
C5 1.73232 -4.87453 -2.59424  -0.125
C6 1.41928 -5.19398 -3.91510  -0.283
C7 1.86073 -6.38278 -4.47561  -0.758
C8 2.62086 -7.26649 -3.72475  -0.402
C9 2.94975 -6.94976 -2.41405  -0.814
C10 2.51145 -5.76314 -1.85175  -0.136
C11 3.37180 -2.73248 -0.91506  0.667
C12 4.26348 -2.85882 -1.97759  -0.345
C13 5.62887 -2.88482 -1.74486  -0.792
C14 6.11314 -2.79783 -0.44755  -0.451
C15 5.23138 -2.68509 0.61544  -0.493
C16 3.86428 -2.64380 0.38423  -0.427
P1 -1.74361 -1.22076 -1.01195  -0.155
C17 -1.18724 0.38718 -1.67937  -0.949
N3 -0.04571 1.02086 -1.47627  -0.071
C18 -0.10760 2.20637 -2.14659  -0.140
C19 -1.31816 2.28244 -2.80429  0.395
N4 -1.98159 1.12124 -2.50639  0.623
C20 -3.32611 0.78364 -2.92389  -1.202
C21 -1.81149 3.32048 -3.71411  0.115
C22 -0.98061 3.76379 -4.74448  -0.171
C23 -1.40069 4.76766 -5.59999  -0.819
C24 -2.65575 5.33930 -5.43989  -0.399
C25 -3.47988 4.91424 -4.40832  -0.891
C26 -3.06346 3.91005 -3.54735  0.115
C27 0.93130 3.22363 -1.94661  -0.009
C28 2.25697 2.83170 -1.76059  -0.768
C29 3.23127 3.76202 -1.43834  -0.746
C30 2.89638 5.10079 -1.31036  -0.487
C31 1.58340 5.50282 -1.51868  -0.814
C32 0.60481 4.57458 -1.83340  -0.341
C33 -1.72677 -1.09787 0.81018  -0.972
N5 -0.69329 -0.82268 1.57462  -0.122
C34 -1.13482 -0.76588 2.86233  -0.279
C35 -2.49096 -1.04660 2.87864  0.322
N6 -2.84659 -1.25879 1.57281  0.807
C36 -4.17953 -1.54347 1.08719  -1.171
C37 -3.38651 -1.23113 4.02475  -0.023
C38 -2.96960 -2.04811 5.07801  -0.154
C39 -3.77905 -2.23438 6.18479  -0.836
C40 -5.01796 -1.61055 6.25311  -0.380
C41 -5.42982 -0.78140 5.22088  -0.890
C42 -4.62161 -0.59058 4.11009  0.115
C43 -0.24915 -0.25796 3.91807  0.099
C44 -0.74324 0.50166 4.97874  -0.289
C45 0.12566 1.09280 5.88162  -0.873
C46 1.49877 0.95191 5.73427  -0.441
C47 2.00041 0.18391 4.69543  -0.790
C48 1.13286 -0.42325 3.80291  -0.546
H1 -2.07369 -3.74746 -2.03576  0.406
H2 -0.96223 -4.98643 -2.63860  0.462
H3 -1.32057 -3.55618 -3.62394  0.274
H4 0.84574 -4.50083 -4.51815  0.437
H5 1.61394 -6.61757 -5.50297  0.394
H6 2.96388 -8.19454 -4.16278  0.399
H7 3.54718 -7.63504 -1.82691  0.413
H8 2.76168 -5.51866 -0.82751  0.455
H9 3.87756 -2.91704 -2.98764  0.509
H10 6.31536 -2.96835 -2.57741  0.410
H11 7.17958 -2.81026 -0.26490  0.414
H12 5.60616 -2.60053 1.62642  0.431
H13 3.16872 -2.58133 1.21245  0.311
H14 -3.55831 1.30996 -3.84601  0.488
H15 -4.04261 1.07802 -2.15512  0.294
H16 -3.40695 -0.28801 -3.09221  0.394
H17 -0.00360 3.31298 -4.86413  0.467
H18 -0.74700 5.10123 -6.39556  0.409
H19 -2.98497 6.11828 -6.11526  0.401
H20 -4.45072 5.37172 -4.26783  0.423
H21 -3.68802 3.60969 -2.71475  0.475
H22 2.52919 1.78869 -1.88176  0.952
H23 4.25061 3.43016 -1.28630  0.473
H24 3.65141 5.82980 -1.04647  0.424
H25 1.31514 6.54738 -1.42254  0.411
H26 -0.42196 4.89119 -1.96174  0.567
H27 -4.74642 -2.05691 1.86030  0.480
H28 -4.12072 -2.18212 0.20837  0.360
H29 -4.69657 -0.61876 0.82445  0.289
H30 -2.00400 -2.53386 5.01582  0.459
H31 -3.44076 -2.86557 6.99636  0.408
H32 -5.65486 -1.76760 7.11386  0.403
H33 -6.38120 -0.26940 5.28656  0.417
H34 -4.92678 0.08654 3.32137  0.489
H35 -1.80962 0.65358 5.07504  0.547
H36 -0.27401 1.68282 6.69669  0.411
H37 2.17124 1.44859 6.42140  0.410
H38 3.06887 0.06042 4.57063  0.411
H39 1.52849 -1.05384 3.01485  1.138
F1 4.87765 0.77878 -0.40739  -0.232
B1 4.00569 0.53058 0.60167  0.216
F2 4.68157 0.53282 1.78519  -0.227
F3 -3.36934 2.70606 -0.42533  -0.275
C49 -2.67442 2.10968 0.68955  -0.583
F4 -3.74851 1.73404 1.56765  -0.306
H40 -2.35214 1.12962 0.27264  -0.039
N7 0.10365 4.45352 2.59574  0.053
C50 1.41092 4.66591 2.97025  -0.788
C51 2.11139 3.62038 2.45058  -0.898
N8 1.24822 2.78986 1.77334  0.688
C52 0.04118 3.31364 1.87723  -0.136
H41 -0.68138 5.04011 2.81557  0.240
H42 1.71432 5.51593 3.55547  0.446
H43 3.16468 3.40388 2.51812  0.411
H44 -0.90829 2.89579 1.45347  0.018

=====

What is the gap between HOMO and LUMO in the second record?
0.2207 hartree

=====

Among the records above, which one has the highest total energy?
C52H44BF4N8PPb